[1]
ORCA calculation (wB97M-V/def2-TZVPD) on C13H17P in the gas phase at a distorted geometry.

HOMO level (eV): -7.32
Total charge: 0
ΔE to the lowest compared entry with this formula, charge and spin (eV): 0.172
DFT total energy (eV): -23044.069
Max |F| (eV Å⁻¹): 3.80

```
31
Properties=species:S:1:pos:R:3:nbo_charge:R:1
C -2.5239 -0.0236 2.3125 -0.206
C -2.3485 1.2052 1.7018 -0.216
C -1.6048 -1.0263 2.0763 -0.229
C -1.2648 1.3996 0.8704 -0.196
C -0.5179 -0.8550 1.2223 0.089
C -0.3390 0.3858 0.5969 -0.157
C 0.3868 -2.0575 1.1156 -0.750
C 0.6864 -1.5054 -1.6029 -0.690
C 2.5225 -0.5851 0.2888 -0.739
C 0.6602 0.0231 -1.7125 -0.299
C 0.7441 0.6892 -0.3624 0.185
C -0.6039 0.4603 -2.4621 -0.600
C 1.2954 2.0849 -0.3577 -0.667
P 1.7240 -2.1098 -0.1683 0.793
H -3.3662 -0.2022 2.9642 0.213
H -3.0551 2.0055 1.8694 0.213
H -1.7337 -1.9844 2.5615 0.207
H -1.1444 2.3600 0.3938 0.208
H 0.8787 -2.2131 2.0830 0.237
H -0.2350 -2.9441 0.9432 0.235
H -0.3186 -1.9034 -1.4398 0.224
H 1.0596 -1.9418 -2.5325 0.233
H 3.3035 -0.2236 -0.3635 0.212
H 2.6963 -0.4258 1.3412 0.220
H 1.5298 0.3417 -2.2983 0.206
H -0.5918 1.5347 -2.6309 0.203
H -1.4941 0.2095 -1.8907 0.212
H -0.6552 -0.0351 -3.4278 0.214
H 0.6251 2.7705 -0.8800 0.202
H 2.2536 2.1200 -0.8708 0.220
H 1.4306 2.4462 0.6592 0.224
```

[2]
ORCA calculation (wB97M-V/def2-TZVPD) on a molecular structure, C28H40N6OPPt.

HOMO level (eV): -10.28
Total charge: +1
ΔE to the lowest compared entry with this formula, charge and spin (eV): 0.832
DFT total energy (eV): -53204.664
Max |F| (eV Å⁻¹): 0.84

```
77
Properties=species:S:1:pos:R:3:lowdin_charge:R:1
Pt 0.5582 0.1294 0.6292 1.036
O 0.9817 1.4986 2.0814 -0.266
C 1.9204 1.2757 2.9872 -0.348
C 1.7440 1.8196 4.2705 -0.010
C 2.6742 1.6229 5.2658 -0.068
C 3.8291 0.8735 5.0304 -0.086
C 4.0326 0.3489 3.7759 -0.042
C 3.1022 0.5459 2.7471 -0.107
C 3.3986 0.0932 1.4046 -0.256
N 2.5331 -0.1471 0.4251 -0.093
C 3.2536 -0.4360 -0.7212 -0.119
C 4.5703 -0.3901 -0.4204 -0.045
N 4.6451 -0.0626 0.9142 0.139
H 0.8437 2.3913 4.4530 0.115
H 2.5003 2.0461 6.2466 0.110
H 4.5476 0.7042 5.8194 0.105
H 4.9173 -0.2492 3.5862 0.111
H 2.7734 -0.6453 -1.6590 0.101
H 5.4419 -0.5445 -1.0294 0.125
H 5.4853 0.1345 1.4303 0.164
C -2.5017 -0.6301 -1.3265 -0.098
C -1.9440 -1.9074 -0.6860 -0.664
C -2.5200 -2.0383 0.7266 -0.088
C -2.4133 -3.0636 -1.5767 -0.070
P -0.0717 -1.7349 -0.5903 1.006
C 0.4010 -1.6923 -2.3492 -0.365
C 0.5145 -0.4409 -2.9538 -0.128
C 0.7998 -0.3380 -4.3077 -0.060
C 0.9828 -1.4829 -5.0696 -0.063
C 0.8743 -2.7329 -4.4759 -0.060
C 0.5807 -2.8378 -3.1251 -0.094
C 0.6746 -3.2401 0.2794 -0.649
C 2.1351 -3.4247 -0.1518 -0.078
C -0.0543 -4.5678 0.0386 -0.082
C 0.6671 -2.9746 1.7952 -0.098
H -3.5918 -0.7030 -1.3271 0.095
H -2.1767 -0.5252 -2.3626 0.084
H -2.2240 0.2591 -0.7807 0.027
H -3.6088 -1.9716 0.6720 0.093
H -2.1714 -1.2354 1.3811 0.069
H -2.2740 -2.9915 1.1918 0.065
H -3.5036 -3.0198 -1.6284 0.096
H -2.1471 -4.0475 -1.2035 0.060
H -2.0357 -2.9611 -2.5937 0.080
H 0.3900 0.4589 -2.3617 0.065
H 0.8837 0.6396 -4.7638 0.112
H 1.2109 -1.4032 -6.1242 0.111
H 1.0143 -3.6290 -5.0656 0.112
H 0.4875 -3.8207 -2.6849 0.093
H 2.2360 -3.6824 -1.2053 0.079
H 2.5565 -4.2445 0.4343 0.097
H 2.7347 -2.5438 0.0466 0.046
H -0.1292 -4.8363 -1.0132 0.069
H -1.0519 -4.5783 0.4731 0.070
H 0.5195 -5.3535 0.5350 0.096
H 1.2305 -2.0786 2.0573 0.050
H 1.1411 -3.8246 2.2914 0.096
H -0.3403 -2.8771 2.1980 0.070
C -4.3558 4.1611 0.3824 -0.071
C -3.3872 5.2540 -0.0605 -0.409
C -3.3547 5.3906 -1.5790 -0.071
C -1.9904 5.0444 0.5283 -0.093
N -1.4336 3.7260 0.2259 -0.072
C -1.4892 2.5989 0.9239 -0.109
N -0.8994 1.6577 0.2267 -0.147
N -0.4692 2.2447 -0.9213 0.009
N -0.7943 3.4739 -0.9284 0.106
H -5.3747 4.4231 0.1014 0.087
H -4.3390 4.0154 1.4652 0.080
H -4.1228 3.2077 -0.0991 0.077
H -3.7248 6.2033 0.3660 0.141
H -2.9607 4.4886 -2.0505 0.069
H -2.7320 6.2298 -1.8906 0.084
H -4.3612 5.5548 -1.9630 0.084
H -2.0107 5.1311 1.6144 0.134
H -1.2812 5.7718 0.1370 0.135
H -1.9469 2.4894 1.8910 0.155
```